Entry 1:
C46H69BN6O4P2S2Ti | ωB97M-V with the def2-TZVPD basis set

Structure (XYZ):
```
131
Properties=species:S:1:pos:R:3:mulliken_spin:R:1
Ti 0.57 -0.67 -0.62 0.203
C -0.27 3.94 -0.66 0.011
C -0.71 4.32 0.77 -0.003
C -1.90 5.28 0.65 0.000
C 0.48 5.02 1.44 0.000
P -1.02 2.68 1.65 -0.009
C -2.73 2.32 1.00 0.010
N -3.11 0.92 1.18 -0.002
B -2.36 -0.29 1.03 0.003
N -3.17 -1.38 1.45 0.003
C -2.94 -2.82 1.52 0.005
P -1.15 -3.35 1.65 0.004
C -1.33 -5.05 0.86 -0.004
C -0.02 -5.81 1.10 -0.002
C -1.44 -4.77 -0.65 0.007
C -2.51 -5.92 1.29 0.000
C -0.95 -3.53 3.51 -0.011
C -1.38 -2.18 4.10 0.000
C 0.56 -3.67 3.77 0.013
C -1.69 -4.66 4.21 -0.001
C -4.42 -0.85 1.77 0.000
C -5.59 -1.49 2.15 0.000
C -6.72 -0.71 2.39 0.000
C -6.68 0.67 2.23 0.000
C -5.51 1.31 1.84 0.000
C -4.38 0.55 1.61 0.000
C -1.34 3.02 3.48 0.006
C 0.03 2.98 4.17 0.001
C -2.18 1.86 4.04 0.000
C -2.06 4.32 3.86 0.000
H 0.03 4.84 -1.19 0.006
H -1.08 3.46 -1.22 -0.005
H 0.57 3.24 -0.65 -0.003
H -1.58 6.18 0.12 0.000
H -2.30 5.58 1.61 0.000
H -2.70 4.83 0.06 0.000
H 0.88 5.78 0.76 0.000
H 1.28 4.32 1.66 0.001
H 0.20 5.53 2.36 0.000
H -2.75 2.57 -0.06 -0.006
H -3.46 2.95 1.51 0.000
H -3.37 -3.29 0.63 -0.001
H -3.47 -3.21 2.39 0.000
H 0.01 -6.71 0.48 0.000
H 0.85 -5.19 0.84 0.007
H 0.09 -6.12 2.14 0.001
H -0.68 -4.07 -0.99 -0.003
H -2.41 -4.37 -0.92 0.000
H -1.31 -5.71 -1.19 0.000
H -2.36 -6.36 2.28 0.000
H -2.62 -6.74 0.58 0.000
H -3.45 -5.37 1.31 0.000
H -0.89 -1.36 3.58 0.001
H -1.08 -2.13 5.15 0.000
H -2.46 -2.03 4.06 0.000
H 1.11 -2.85 3.30 -0.004
H 0.96 -4.60 3.38 0.000
H 0.76 -3.64 4.85 0.000
H -2.77 -4.63 4.01 0.000
H -1.56 -4.56 5.30 0.000
H -1.31 -5.64 3.92 0.000
H -5.62 -2.56 2.26 0.000
H -7.64 -1.19 2.68 0.000
H -7.58 1.25 2.41 0.000
H -5.50 2.39 1.70 0.000
H 0.58 2.07 3.89 0.001
H -0.10 2.98 5.26 0.000
H 0.64 3.84 3.91 0.000
H -1.76 0.89 3.76 0.000
H -3.21 1.89 3.69 0.000
H -2.19 1.92 5.13 0.000
H -1.51 5.21 3.58 0.000
H -2.20 4.34 4.94 0.000
H -3.06 4.37 3.41 0.000
S 2.58 0.81 -1.32 0.095
C 2.04 1.53 -2.79 0.233
N 2.94 1.80 -3.79 0.143
C 2.44 2.33 -5.04 0.013
C 1.38 3.37 -4.76 0.029
N 0.33 2.76 -3.97 0.105
C -0.93 3.50 -3.97 -0.047
C -1.62 3.40 -5.31 0.026
C -2.04 2.15 -5.77 0.002
C -2.67 2.03 -7.00 0.000
C -2.90 3.16 -7.77 0.000
C -2.49 4.41 -7.32 0.001
C -1.85 4.52 -6.09 0.001
C 0.68 1.93 -2.94 0.243
S -0.51 1.33 -1.87 0.126
C 4.25 1.17 -3.87 -0.037
C 5.35 2.20 -3.92 0.019
C 6.10 2.39 -5.07 0.000
C 7.10 3.36 -5.11 0.001
C 7.34 4.14 -3.99 0.000
C 6.59 3.96 -2.84 -0.001
C 5.60 2.99 -2.81 -0.003
H 2.02 1.53 -5.66 -0.001
H 3.27 2.79 -5.58 -0.001
H 0.95 3.73 -5.69 -0.001
H 1.82 4.22 -4.22 -0.004
H -0.74 4.55 -3.72 0.006
H -1.57 3.07 -3.20 0.006
H -1.85 1.27 -5.16 -0.005
H -3.00 1.06 -7.34 0.000
H -3.40 3.07 -8.73 0.000
H -2.67 5.29 -7.92 0.000
H -1.53 5.49 -5.74 0.001
H 4.28 0.53 -4.76 0.001
H 4.36 0.53 -2.99 0.000
H 5.92 1.77 -5.94 0.001
H 7.69 3.49 -6.01 0.000
H 8.12 4.90 -4.02 0.000
H 6.78 4.57 -1.97 0.000
H 5.00 2.84 -1.91 0.000
C 3.72 -1.79 2.15 -0.007
C 2.70 -1.67 1.07 0.172
N 1.74 -0.74 1.08 0.174
O 1.70 0.10 2.20 -0.004
C 2.68 -2.45 -0.10 0.244
C 3.71 -3.45 -0.53 0.001
N 1.51 -2.26 -0.74 0.189
O 1.22 -1.83 -2.00 0.043
H 3.30 -1.50 3.11 0.008
H 4.58 -1.15 1.95 0.011
H 4.08 -2.82 2.22 -0.002
H 2.22 0.87 1.95 0.008
H 3.62 -4.37 0.05 0.013
H 4.72 -3.06 -0.40 0.003
H 3.56 -3.69 -1.58 0.002
O -1.07 -0.39 0.49 -0.083
O -1.17 -1.23 -0.74 0.049
```

Energy relative to the best compared isomer or geometry (same formula, charge and spin) = 0.4150 eV
Charge = 0
<S²> = 2.01
Energy = -129992.6238 eV
Highest occupied orbital energy (spin up / spin down) = -6.1 / -7.7 eV
2S+1 = 3
Molecular weight = 954.9 g mol⁻¹
Max |F| = 2.48 eV/A
Kohn-Sham gap (spin up / spin down) = 6.58 / 7.12 eV



Entry 2:
C46H70Cl2O33 | ωB97M-V with the def2-TZVPD basis set

Structure (XYZ):
```
151
Properties=species:S:1:pos:R:3:mulliken_charge:R:1
C 2.90 7.38 -1.05 -1.532
C 2.66 6.05 -1.73 0.556
C 3.81 5.50 -2.61 -0.531
O 3.91 4.16 -2.13 -0.384
C 3.10 3.94 -1.08 0.156
O 3.10 2.95 -0.41 -0.181
O 2.38 5.03 -0.81 -0.176
H 2.07 7.53 -0.35 0.334
H 2.70 8.22 -1.72 0.422
H 3.87 7.45 -0.56 0.378
H 1.78 6.18 -2.37 0.212
H 4.75 6.05 -2.51 0.282
H 3.46 5.46 -3.64 0.267
C 0.08 -4.35 1.54 -0.645
C 1.07 -3.69 2.46 0.078
C 2.10 -2.84 1.72 0.055
O 1.84 -1.51 2.13 0.105
C 0.96 -1.49 3.12 0.133
O 0.62 -0.49 3.69 -0.396
O 0.45 -2.72 3.34 -0.322
H -0.80 -4.73 2.06 0.124
H 0.56 -5.22 1.07 0.509
H -0.27 -3.76 0.70 -0.103
H 1.53 -4.46 3.08 0.389
H 1.99 -2.82 0.63 -0.347
H 3.17 -3.04 1.83 0.443
C 5.82 -0.23 1.42 -1.854
C 5.15 0.19 0.14 2.152
C 5.90 1.03 -0.87 -0.138
O 5.66 0.40 -2.15 -0.326
C 5.04 -0.77 -1.92 0.318
O 4.53 -1.45 -2.77 -0.426
O 4.92 -1.04 -0.62 -0.314
H 6.72 -0.80 1.18 0.517
H 5.15 -0.85 2.01 0.272
H 6.23 0.56 2.06 0.370
H 4.16 0.62 0.32 -0.774
H 6.97 1.02 -0.66 0.275
H 5.49 2.03 -0.96 0.039
C 3.07 1.74 4.40 -1.579
C 2.97 2.42 3.05 1.488
C 1.60 2.49 2.35 1.353
O 1.43 3.85 2.07 -0.217
C 2.43 4.59 2.56 0.406
O 2.60 5.76 2.41 -0.614
O 3.20 3.82 3.33 -0.429
H 4.09 1.89 4.76 0.433
H 2.89 0.66 4.46 0.198
H 2.35 2.12 5.12 0.394
H 3.72 2.14 2.30 -0.143
H 0.84 2.10 3.04 -0.323
H 1.48 1.88 1.46 -1.064
C -0.86 4.23 -0.88 -0.695
C -2.30 3.96 -1.37 0.190
C -2.45 2.62 -2.09 0.211
O -3.17 1.83 -1.10 -0.179
C -3.63 2.61 -0.12 0.533
O -4.34 2.26 0.77 -0.537
O -3.13 3.85 -0.22 -0.323
H -0.12 3.98 -1.63 0.131
H -0.67 3.62 0.01 -0.237
H -0.70 5.27 -0.57 0.537
H -2.57 4.81 -1.99 0.401
H -1.51 2.17 -2.41 -0.538
H -3.13 2.70 -2.94 0.452
C -4.27 -1.67 -0.65 -0.284
C -5.34 -1.24 -1.64 0.250
C -6.43 -0.39 -1.04 -0.341
O -6.62 0.61 -2.04 -0.383
C -5.52 0.69 -2.83 0.661
O -5.30 1.57 -3.59 -0.575
O -4.73 -0.40 -2.61 -0.357
H -4.56 -2.51 -0.01 0.329
H -3.87 -0.79 -0.14 -0.132
H -3.47 -2.10 -1.25 -0.136
H -5.78 -2.09 -2.17 0.475
H -6.19 0.02 -0.06 0.122
H -7.37 -0.94 -0.96 0.402
C -3.09 -2.49 2.79 -1.406
C -3.12 -1.11 3.42 2.428
C -4.30 -0.29 2.96 0.458
O -5.06 -0.01 4.12 -0.429
C -4.38 -0.46 5.23 0.535
O -4.70 -0.35 6.37 -0.567
O -3.27 -1.09 4.84 -0.557
H -2.29 -3.14 3.14 0.399
H -2.91 -2.39 1.72 -0.064
H -4.06 -3.01 2.83 0.452
H -2.19 -0.59 3.16 -1.211
H -4.93 -0.86 2.27 0.102
H -4.01 0.68 2.55 -0.251
C 1.73 -0.34 -1.40 -0.320
C 0.27 -0.10 -1.20 0.608
C -0.48 -1.37 -0.76 0.410
O -1.09 -0.91 0.48 0.796
C -0.78 0.38 0.70 -0.731
O -1.12 1.03 1.64 0.382
O 0.08 0.86 -0.21 0.004
H 1.88 -1.09 -2.19 0.385
H 2.35 -0.73 -0.59 -0.265
H 2.31 0.49 -1.82 -0.042
H -0.21 0.19 -2.13 -0.200
H 0.11 -2.27 -0.64 -1.217
H -1.25 -1.58 -1.50 0.208
C -2.01 2.12 5.30 -1.207
C -2.60 3.44 4.91 0.417
C -2.21 3.88 3.50 0.563
O -3.39 4.46 3.00 -0.348
C -4.45 4.04 3.71 0.610
O -5.58 4.34 3.52 -0.586
O -4.03 3.28 4.75 -0.362
H -0.92 2.23 5.28 0.249
H -2.23 1.30 4.62 0.033
H -2.25 1.74 6.30 0.525
H -2.41 4.23 5.63 0.340
H -1.94 3.05 2.84 -0.406
H -1.36 4.56 3.62 0.220
C 4.17 -5.62 -4.92 -1.544
C 3.33 -4.38 -4.75 0.534
C 1.85 -4.44 -5.11 -0.472
O 1.20 -4.01 -3.92 -0.278
C 2.07 -3.89 -2.90 0.630
O 1.78 -3.68 -1.75 -0.384
O 3.31 -4.14 -3.32 -0.314
H 5.12 -5.46 -4.41 0.340
H 4.33 -5.96 -5.95 0.402
H 3.68 -6.49 -4.46 0.360
H 3.85 -3.50 -5.13 0.233
H 1.52 -5.44 -5.38 0.288
H 1.58 -3.74 -5.90 0.300
C -4.36 -6.06 0.57 -1.507
C -2.87 -5.88 0.34 0.664
C -2.15 -6.83 -0.65 -0.494
O -1.82 -5.97 -1.74 -0.444
C -2.20 -4.71 -1.50 0.192
O -2.10 -3.82 -2.30 -0.471
O -2.71 -4.59 -0.27 0.363
H -4.77 -5.18 1.05 0.239
H -4.52 -6.90 1.24 0.435
H -4.91 -6.10 -0.37 0.410
H -2.30 -5.89 1.27 0.070
H -2.90 -7.56 -0.97 0.329
H -1.30 -7.28 -0.16 0.316
Cl 1.03 1.58 -4.04 -0.053
C 2.66 1.67 -4.74 -0.005
C 2.81 0.74 -5.90 -0.209
Cl 1.96 1.35 -7.36 -0.216
H 3.34 1.45 -3.92 -0.332
H 2.80 2.74 -4.91 0.413
H 2.41 -0.23 -5.63 0.037
H 3.83 0.52 -6.23 0.402
```

Charge = 0
Energy = -141453.6001 eV
Highest occupied orbital energy = -9.8 eV
Structure (SMILES) = C[C@H]1COC(=O)O1.C[C@H]1COC(=O)O1.C[C@H]1COC(=O)O1.C[C@H]1COC(=O)O1.C[C@H]1COC(=O)O1.C[C@H]1COC(=O)O1.C[C@H]1COC(=O)O1.C[C@H]1COC(=O)O1.C[C@H]1COC(=O)O1.C[C@H]1COC(=O)O1.C[C@H]1COC(=O)O1.ClCCCl
Molecular weight = 1221.9 g mol⁻¹
Max |F| = 2.25 eV/A
Kohn-Sham gap = 9.91 eV



Entry 3:
C46H72BaN10O4 | ωB97M-V with the def2-TZVPD basis set

Structure (XYZ):
```
133
Properties=species:S:1:pos:R:3:mulliken_charge:R:1
Ba 1.11 0.85 -9.95 0.681
C -0.26 -1.42 -2.06 -0.362
C -0.15 -0.95 -0.68 0.444
C 0.77 0.34 -0.48 0.296
O 1.09 0.71 0.64 -0.591
C 1.20 1.08 -1.64 -0.257
C 0.95 0.62 -2.89 0.491
C 0.21 -0.69 -3.08 0.355
O 0.01 -1.17 -4.26 -0.677
O 1.43 1.40 -3.80 -0.693
O -0.76 -1.55 0.22 -0.598
H -0.92 -2.27 -2.18 0.438
H 1.69 2.03 -1.52 0.473
C -0.22 -11.43 2.22 -1.129
C -0.14 -9.94 2.60 -0.395
C -0.37 -9.10 1.34 -0.415
C 0.55 -9.33 0.19 0.219
N 1.25 -9.51 -0.70 -0.419
H 0.51 -11.69 1.47 0.348
H -1.22 -11.60 1.82 0.303
H -0.05 -12.03 3.11 0.324
H 0.84 -9.77 3.04 0.295
H -0.85 -9.66 3.37 0.303
H -0.18 -8.05 1.58 0.270
H -1.39 -9.19 0.96 0.296
C 1.74 9.20 5.00 -1.057
C 2.04 8.84 3.48 -0.475
C 2.37 7.31 3.31 -0.456
C 3.63 6.84 4.02 0.233
N 4.61 6.52 4.54 -0.404
H 0.96 8.50 5.31 0.294
H 1.44 10.24 5.08 0.316
H 2.61 9.10 5.65 0.333
H 2.90 9.42 3.15 0.317
H 1.17 9.03 2.86 0.311
H 2.45 7.11 2.24 0.292
H 1.49 6.75 3.63 0.295
C 1.28 8.90 -3.96 -1.087
C 2.40 8.93 -5.05 -0.480
C 3.82 8.58 -4.62 -0.304
C 4.38 9.38 -3.54 0.198
N 4.89 10.00 -2.70 -0.426
H 1.37 7.93 -3.47 0.291
H 0.28 8.93 -4.39 0.331
H 1.38 9.63 -3.17 0.325
H 2.43 9.96 -5.42 0.284
H 2.09 8.38 -5.94 0.331
H 4.51 8.75 -5.44 0.263
H 3.91 7.53 -4.32 0.274
C -8.75 -4.62 -3.54 -1.177
C -7.35 -5.14 -3.32 -0.277
C -6.82 -5.20 -1.86 -0.454
C -7.69 -5.74 -0.76 0.239
N -8.37 -6.20 0.05 -0.417
H -9.50 -5.13 -2.94 0.341
H -9.19 -4.85 -4.51 0.339
H -8.85 -3.56 -3.32 0.298
H -6.68 -4.46 -3.86 0.256
H -7.23 -6.14 -3.74 0.282
H -6.49 -4.19 -1.61 0.263
H -5.90 -5.78 -1.77 0.307
C 9.46 4.66 -1.85 -1.225
C 8.42 3.62 -2.21 -0.276
C 8.56 3.14 -3.66 -0.421
C 9.02 4.11 -4.68 0.237
N 9.45 4.89 -5.50 -0.462
H 10.42 4.14 -1.82 0.307
H 9.32 5.12 -0.87 0.344
H 9.62 5.49 -2.54 0.370
H 7.47 4.15 -2.22 0.245
H 8.29 2.76 -1.56 0.294
H 7.64 2.62 -3.92 0.330
H 9.32 2.37 -3.81 0.256
C -0.38 -0.92 11.53 -1.163
C -0.58 -0.51 10.07 -0.474
C 0.37 -1.20 9.03 -0.432
C 0.40 -2.65 9.06 0.295
N 0.45 -3.79 9.07 -0.405
H -1.03 -0.33 12.17 0.344
H 0.63 -0.80 11.94 0.318
H -0.68 -1.94 11.77 0.338
H -0.59 0.58 9.96 0.357
H -1.64 -0.71 9.89 0.274
H 1.33 -0.72 9.20 0.263
H 0.11 -0.86 8.02 0.284
C -4.55 5.31 5.16 -1.190
C -4.08 3.91 5.57 -0.331
C -4.31 2.83 4.57 -0.341
C -5.63 2.85 3.99 0.208
N -6.70 2.87 3.56 -0.426
H -5.63 5.32 5.00 0.362
H -4.13 5.68 4.22 0.316
H -4.43 6.03 5.97 0.335
H -4.65 3.64 6.46 0.246
H -3.03 3.92 5.87 0.292
H -4.13 1.82 4.93 0.292
H -3.62 2.99 3.74 0.238
C 6.69 -4.42 3.19 -1.097
C 5.80 -3.20 3.27 -0.427
C 6.54 -2.05 3.98 -0.473
C 7.91 -1.76 3.56 0.256
N 8.98 -1.56 3.20 -0.437
H 6.84 -4.77 4.22 0.280
H 7.60 -4.29 2.62 0.389
H 6.04 -5.14 2.69 0.310
H 4.91 -3.43 3.85 0.287
H 5.44 -2.88 2.29 0.329
H 6.69 -2.32 5.02 0.241
H 5.91 -1.16 4.03 0.341
C -6.68 2.55 -4.65 -1.139
C -5.70 2.19 -3.54 -0.440
C -4.68 3.32 -3.21 -0.341
C -5.38 4.44 -2.58 0.232
N -5.93 5.29 -2.02 -0.406
H -6.22 2.99 -5.54 0.311
H -7.31 3.35 -4.26 0.328
H -7.27 1.72 -5.05 0.325
H -5.15 1.32 -3.88 0.304
H -6.24 1.88 -2.64 0.306
H -4.26 3.65 -4.17 0.250
H -3.91 2.95 -2.54 0.269
C -3.22 -8.77 -9.55 -1.088
C -2.86 -7.73 -8.53 -0.365
C -2.20 -8.26 -7.23 -0.465
C -2.99 -9.27 -6.45 0.195
N -3.58 -10.06 -5.87 -0.406
H -3.65 -8.30 -10.44 0.312
H -3.81 -9.57 -9.12 0.347
H -2.32 -9.28 -9.89 0.297
H -3.68 -7.06 -8.30 0.318
H -2.11 -7.04 -8.93 0.273
H -1.90 -7.46 -6.55 0.322
H -1.26 -8.75 -7.46 0.261
```

Energy relative to the best compared isomer or geometry (same formula, charge and spin) = 12.5789 eV
Charge = 0
Energy = -72641.4141 eV
Highest occupied orbital energy = -6.2 eV
Molecular weight = 966.5 g mol⁻¹
Max |F| = 5.84 eV/A
Kohn-Sham gap = 1.80 eV